# 1
Molecular formula: C42H54As3GeN2O2Ti
Method: DFT, ωB97M-V/def2-TZVPD

Geometry (Å):
Ti (-0.53, 0.23, -1.02)
O (-3.36, -4.04, -5.68)
C (-4.10, -3.76, -4.51)
C (-3.27, -2.85, -3.64)
C (-3.56, -2.70, -2.29)
C (-2.79, -1.85, -1.53)
N (-1.76, -1.15, -2.03)
C (-1.47, -1.32, -3.32)
C (-2.19, -2.14, -4.15)
C (-0.19, -0.65, -3.79)
C (0.31, -0.82, -5.07)
C (1.55, -0.30, -5.41)
C (2.09, -0.44, -6.81)
O (2.12, 0.82, -7.47)
C (2.26, 0.36, -4.43)
C (1.71, 0.49, -3.17)
N (0.50, 0.01, -2.85)
H (-3.87, -4.65, -6.23)
H (-4.34, -4.67, -3.94)
H (-5.04, -3.25, -4.74)
H (-4.36, -3.26, -1.81)
H (-2.96, -1.75, -0.46)
H (-1.93, -2.28, -5.19)
H (-0.26, -1.37, -5.80)
H (1.52, -1.19, -7.37)
H (3.13, -0.78, -6.77)
H (1.21, 1.11, -7.62)
H (3.24, 0.77, -4.62)
H (2.26, 0.96, -2.36)
C (1.52, 3.75, -1.47)
As (0.79, 2.44, -0.23)
C (2.43, 1.98, 0.70)
C (-0.01, 3.71, 1.00)
C (-0.85, 3.22, 2.19)
C (-0.10, 2.17, 3.01)
C (-2.22, 2.69, 1.74)
As (-2.34, 0.96, 0.86)
C (-4.25, 1.01, 0.46)
C (-2.40, -0.23, 2.38)
C (-1.10, 4.44, 3.10)
As (-2.00, 5.99, 2.29)
C (-0.42, 7.08, 1.92)
C (-2.47, 6.84, 3.99)
H (1.92, 4.59, -0.90)
H (0.75, 4.10, -2.16)
H (2.33, 3.30, -2.05)
H (2.92, 2.88, 1.08)
H (3.10, 1.47, 0.01)
H (2.18, 1.28, 1.50)
H (-0.61, 4.38, 0.37)
H (0.84, 4.29, 1.36)
H (0.12, 1.26, 2.44)
H (-0.67, 1.88, 3.89)
H (0.86, 2.57, 3.35)
H (-2.71, 3.41, 1.08)
H (-2.87, 2.57, 2.61)
H (-4.77, 1.49, 1.29)
H (-4.62, 0.00, 0.33)
H (-4.43, 1.58, -0.45)
H (-2.92, 0.24, 3.21)
H (-1.38, -0.50, 2.66)
H (-2.93, -1.14, 2.10)
H (-0.15, 4.79, 3.52)
H (-1.73, 4.13, 3.94)
H (0.05, 6.77, 0.99)
H (0.30, 7.00, 2.74)
H (-0.73, 8.12, 1.82)
H (-3.26, 6.27, 4.47)
H (-2.83, 7.85, 3.79)
H (-1.60, 6.89, 4.65)
C (0.33, -0.80, 0.06)
Ge (1.26, -2.13, 1.09)
C (3.17, -1.81, 0.88)
C (3.65, -1.47, -0.38)
C (4.99, -1.22, -0.61)
C (5.89, -1.30, 0.45)
C (5.44, -1.64, 1.72)
C (4.09, -1.89, 1.93)
C (0.76, -3.88, 0.40)
C (0.79, -5.04, 1.16)
C (0.44, -6.27, 0.61)
C (0.06, -6.36, -0.72)
C (0.03, -5.21, -1.50)
C (0.38, -3.99, -0.94)
C (0.77, -1.99, 2.95)
C (-0.20, -2.81, 3.53)
C (-0.66, -2.58, 4.82)
C (-0.17, -1.51, 5.56)
C (0.80, -0.68, 5.00)
C (1.26, -0.92, 3.71)
H (2.95, -1.40, -1.22)
H (5.35, -0.97, -1.60)
H (6.95, -1.10, 0.29)
H (6.14, -1.70, 2.54)
H (3.76, -2.16, 2.93)
H (1.10, -5.01, 2.20)
H (0.48, -7.17, 1.22)
H (-0.21, -7.32, -1.14)
H (-0.26, -5.28, -2.54)
H (0.35, -3.10, -1.56)
H (-0.61, -3.65, 2.98)
H (-1.41, -3.23, 5.26)
H (-0.53, -1.33, 6.56)
H (1.19, 0.15, 5.57)
H (2.02, -0.26, 3.30)

Results
- energy (hartree) = -11526.2732
- charge = +1
- LUMO energy (eV) = -3.3
- HOMO-LUMO gap (eV) = 6.181

# 2
Molecular formula: C5H6O
Method: DFT, ωB97M-V/def2-TZVPD

Geometry (Å):
C (2.87, -0.84, 0.46)
C (1.93, -0.34, -0.09)
C (0.68, 0.39, -0.18)
O (0.72, 1.60, -0.16)
C (-0.60, -0.40, -0.06)
C (-1.80, 0.52, -0.27)
H (3.68, -1.15, 1.07)
H (-0.59, -1.26, -0.74)
H (-0.59, -0.82, 0.95)
H (-1.73, 1.37, 0.42)
H (-1.80, 0.93, -1.29)
H (-2.74, 0.00, -0.11)

Results
- energy (hartree) = -269.2759
- relative energy (zero: lowest compared OMol25 entry of this formula, charge and spin) (kcal per mole) = 44.1
- LUMO energy (eV) = 0.4
- HOMO-LUMO gap (eV) = 10.623

# 3
Molecular formula: C32H61As3BIrN6S3
Method: DFT, ωB97M-V/def2-TZVPD

Geometry (Å):
Ir (-0.27, -0.55, -0.07)
C (2.29, 1.43, -4.18)
C (0.95, 1.83, -4.79)
C (0.24, 0.66, -5.47)
C (1.15, 2.93, -5.83)
N (0.08, 2.37, -3.66)
C (-0.15, 3.72, -3.50)
C (-1.03, 3.87, -2.49)
N (-1.34, 2.62, -2.01)
B (-2.52, 2.45, -1.03)
N (-2.13, 2.61, 0.47)
C (-2.99, 3.27, 1.31)
C (-2.34, 3.50, 2.47)
N (-1.07, 2.98, 2.36)
C (-0.98, 2.39, 1.14)
S (0.39, 1.59, 0.42)
C (-0.09, 3.19, 3.51)
C (-0.03, 4.69, 3.78)
C (-0.63, 2.42, 4.71)
C (1.31, 2.70, 3.15)
N (-3.37, 1.18, -1.38)
C (-4.30, 1.29, -2.37)
C (-4.95, 0.10, -2.47)
N (-4.43, -0.74, -1.52)
C (-3.45, -0.06, -0.88)
S (-2.45, -0.66, 0.41)
C (-4.97, -2.17, -1.41)
C (-4.49, -2.91, -2.66)
C (-6.49, -2.07, -1.35)
C (-4.47, -2.86, -0.16)
C (-0.63, 1.72, -2.72)
S (-0.55, 0.00, -2.38)
H (2.94, 1.04, -4.97)
H (2.16, 0.65, -3.43)
H (2.79, 2.28, -3.73)
H (0.80, 0.40, -6.36)
H (-0.77, 0.95, -5.78)
H (0.17, -0.23, -4.85)
H (1.62, 2.48, -6.70)
H (1.82, 3.72, -5.48)
H (0.20, 3.37, -6.15)
H (0.30, 4.46, -4.14)
H (-1.50, 4.76, -2.10)
H (-3.26, 3.36, -1.25)
H (-3.97, 3.58, 0.99)
H (-2.66, 4.05, 3.34)
H (-0.97, 5.09, 4.15)
H (0.26, 5.24, 2.89)
H (0.73, 4.87, 4.55)
H (-1.59, 2.81, 5.04)
H (0.06, 2.51, 5.54)
H (-0.76, 1.36, 4.47)
H (1.71, 3.22, 2.27)
H (1.35, 1.63, 2.98)
H (1.96, 2.94, 3.99)
H (-4.46, 2.20, -2.92)
H (-5.75, -0.20, -3.13)
H (-4.87, -2.45, -3.57)
H (-4.86, -3.93, -2.62)
H (-3.40, -2.93, -2.70)
H (-6.93, -1.74, -2.29)
H (-6.82, -1.41, -0.55)
H (-6.89, -3.07, -1.15)
H (-3.40, -3.08, -0.20)
H (-4.99, -3.82, -0.10)
H (-4.69, -2.31, 0.75)
C (0.62, -1.03, 3.85)
As (0.06, -1.76, 2.14)
C (-1.57, -2.66, 2.70)
C (1.14, -3.36, 1.90)
C (2.64, -3.26, 1.55)
C (3.21, -4.67, 1.81)
C (2.81, -2.99, 0.05)
As (1.92, -1.49, -0.82)
C (2.04, -2.13, -2.63)
C (3.12, 0.04, -0.73)
C (3.36, -2.22, 2.41)
As (5.36, -2.31, 2.44)
C (5.78, -0.71, 1.38)
C (5.51, -1.42, 4.18)
H (1.44, -0.33, 3.77)
H (0.94, -1.90, 4.43)
H (-0.23, -0.57, 4.34)
H (-1.30, -3.35, 3.50)
H (-2.00, -3.23, 1.88)
H (-2.30, -1.95, 3.08)
H (0.61, -3.96, 1.16)
H (1.03, -3.89, 2.85)
H (2.58, -5.43, 1.36)
H (3.27, -4.86, 2.89)
H (4.22, -4.77, 1.41)
H (2.47, -3.86, -0.52)
H (3.86, -2.83, -0.20)
H (3.09, -2.38, -2.79)
H (1.72, -1.37, -3.34)
H (1.43, -3.03, -2.76)
H (4.08, -0.25, -1.16)
H (3.25, 0.34, 0.30)
H (2.69, 0.86, -1.31)
H (3.08, -2.39, 3.45)
H (3.03, -1.20, 2.16)
H (5.71, -0.92, 0.31)
H (6.82, -0.46, 1.59)
H (5.17, 0.15, 1.64)
H (5.22, -2.11, 4.97)
H (4.90, -0.52, 4.24)
H (6.55, -1.15, 4.34)

Results
- energy (hartree) = -9614.8199
- 2S+1 = 2
- charge = +3
- <S²> = 0.769
- LUMO energy (alpha / beta) (eV) = -10.1 / -11.1
- HOMO-LUMO gap (alpha / beta) (eV) = 4.855 / 3.776

# 4
Molecular formula: C24H64O8
Method: DFT, ωB97M-V/def2-TZVPD

Geometry (Å):
C (-0.93, -1.38, -4.03)
C (-0.34, -1.84, -5.31)
C (-0.87, -0.99, -6.47)
O (1.11, -1.83, -5.27)
H (-1.96, -1.73, -3.94)
H (-0.94, -0.29, -3.96)
H (-0.42, -1.79, -3.16)
H (-0.61, -2.89, -5.54)
H (-0.47, -1.30, -7.44)
H (-0.63, 0.06, -6.32)
H (-1.96, -1.12, -6.49)
H (1.42, -2.03, -6.15)
C (-0.52, -0.40, -0.82)
C (-0.82, -0.40, 0.67)
C (-2.15, -1.05, 1.02)
O (0.19, -1.11, 1.38)
H (-0.02, -1.33, -1.05)
H (0.06, 0.47, -1.12)
H (-1.50, -0.38, -1.31)
H (-0.90, 0.63, 1.06)
H (-2.97, -0.34, 0.93)
H (-2.09, -1.28, 2.09)
H (-2.34, -1.99, 0.50)
H (1.03, -1.08, 0.90)
C (-2.60, 3.08, 2.28)
C (-2.49, 4.56, 2.63)
C (-2.19, 4.79, 4.10)
O (-1.43, 5.21, 1.80)
H (-2.73, 2.98, 1.20)
H (-3.50, 2.66, 2.75)
H (-1.74, 2.46, 2.52)
H (-3.44, 5.02, 2.31)
H (-1.36, 4.16, 4.45)
H (-3.05, 4.56, 4.73)
H (-1.97, 5.85, 4.23)
H (-1.86, 5.56, 1.02)
C (-0.23, 3.99, -3.35)
C (-1.22, 2.96, -2.82)
C (-1.57, 3.27, -1.37)
O (-2.48, 3.01, -3.59)
H (-0.64, 5.00, -3.31)
H (-0.02, 3.83, -4.42)
H (0.73, 3.88, -2.85)
H (-0.80, 1.94, -2.90)
H (-0.68, 3.07, -0.77)
H (-2.35, 2.62, -0.98)
H (-1.91, 4.30, -1.33)
H (-2.48, 2.31, -4.25)
C (-0.67, -0.57, 4.41)
C (-1.96, -0.93, 5.14)
C (-3.21, -0.19, 4.68)
O (-2.25, -2.38, 4.92)
H (-0.39, 0.48, 4.51)
H (-0.74, -0.72, 3.33)
H (0.13, -1.19, 4.81)
H (-1.81, -0.86, 6.23)
H (-3.62, -0.65, 3.78)
H (-2.96, 0.85, 4.48)
H (-3.99, -0.25, 5.44)
H (-1.53, -2.91, 5.27)
C (2.81, 2.40, 0.87)
C (1.43, 2.56, 1.44)
C (1.33, 1.97, 2.84)
O (1.24, 3.98, 1.48)
H (3.51, 2.98, 1.47)
H (2.84, 2.82, -0.14)
H (3.14, 1.36, 0.79)
H (0.65, 2.11, 0.81)
H (1.65, 0.92, 2.81)
H (0.32, 2.05, 3.22)
H (2.08, 2.41, 3.51)
H (0.37, 4.15, 1.90)
C (2.89, -5.19, -3.32)
C (1.61, -4.33, -3.20)
C (0.58, -4.95, -2.24)
O (1.95, -2.99, -2.83)
H (3.60, -4.66, -3.98)
H (2.79, -6.22, -3.64)
H (3.39, -5.18, -2.34)
H (1.19, -4.37, -4.23)
H (-0.40, -5.10, -2.70)
H (0.47, -4.32, -1.36)
H (0.91, -5.94, -1.90)
H (1.65, -2.39, -3.58)
C (3.62, -1.50, 2.16)
C (3.70, -2.34, 0.91)
C (3.43, -3.79, 1.19)
O (2.70, -1.82, 0.04)
H (4.37, -1.83, 2.88)
H (2.62, -1.62, 2.57)
H (3.82, -0.46, 1.91)
H (4.67, -2.22, 0.41)
H (2.42, -3.89, 1.62)
H (4.08, -4.27, 1.92)
H (3.45, -4.43, 0.30)
H (2.76, -2.24, -0.84)

Results
- energy (hartree) = -1554.6972
- relative energy (zero: lowest compared OMol25 entry of this formula, charge and spin) (kcal per mole) = 25.2
- LUMO energy (eV) = 0.4
- HOMO-LUMO gap (eV) = 10.007